The ion C6H11FNO with charge +1 in a non-equilibrium geometry, computed with wB97M-V/def2-TZVPD.

Results
E_HOMO (spin up / spin down): -9.52 / -14.18 eV
LUMO energy (spin up / spin down): -3.67 / -6.54 eV
2S+1: 3
E: -12642.70823 eV
charge: +1
HOMO-LUMO gap (spin up / spin down): 5.847 / 7.646 eV

Cartesian coordinates (Å):
C: -0.824 -1.536 -0.385
C: 0.414 -1.228 -0.783
C: -1.861 -0.662 0.281
C: 0.961 0.179 -0.805
C: -1.361 0.810 0.334
C: 0.178 1.012 0.295
N: 2.536 0.129 -0.482
O: -1.826 1.552 1.438
F: 0.644 0.468 1.516
H: -1.023 -2.545 -0.449
H: 0.952 -2.089 -1.273
H: -2.822 -0.670 -0.207
H: -2.031 -1.115 1.256
H: 0.664 0.689 -1.799
H: -2.005 1.351 -0.395
H: 0.394 2.108 0.275
H: 3.087 -0.109 -1.319
H: 2.611 -0.512 0.439
H: 2.877 1.132 -0.206
H: -1.567 1.037 2.268

Here are the Löwdin charges for atoms 1 to 8, given in e: C -0.065; C -0.066; C -0.077; C -0.175; C -0.327; C -0.190; N 0.187; O -0.025